# 1
C2H16NO5 | wB97M-V/def2-TZVPD

The HOMO-LUMO gap (spin up / spin down) comes out at 10.01 / 3.02 eV. As for the spin multiplicity: 2. Its LUMO energy (spin up / spin down) is -7.4847 / -14.2341 eV. As for the total charge: +2.

CARTESIAN COORDINATES (ANGSTROEM)
C: 1.872550 0.824612 1.839310
O: 2.482048 2.089668 1.512449
C: 0.754181 0.244433 0.815985
N: -0.531316 1.208500 0.923219
H: 1.400108 0.771742 2.831146
H: 2.657199 0.050049 1.943048
H: 2.303165 2.805584 2.243855
H: 1.215546 0.246024 -0.238640
H: 0.288582 -0.733945 0.852462
H: -1.119918 1.071924 -0.003931
H: -0.185170 2.191552 1.053540
H: -1.097658 0.794993 1.739387
H: -3.026633 -0.377745 0.880920
H: -2.977939 -0.604082 2.497051
O: -2.694468 -0.049562 1.800523
H: -1.243442 -0.387190 -1.835492
H: -1.709375 -1.169147 -0.810797
O: -1.189897 -0.348375 -0.854941
H: 2.312406 -1.618256 -2.721108
H: 2.949631 -0.425144 -3.535271
O: 2.312521 -0.629806 -2.738415
H: -2.580291 -3.401036 -2.045419
H: -1.371069 -2.588772 -2.898131
O: -2.142245 -2.499464 -2.512982

Atoms 1-2, force components in eV/Å:
-0.98 -0.03 1.32
-1.53 -1.15 1.41



# 2
C2H17NO5 | wB97M-V/def2-TZVPD

The HOMO-LUMO gap comes out at 10.72 eV. Its LUMO energy is 0.5253 eV.

CARTESIAN COORDINATES (ANGSTROEM)
C: -0.058484 -2.972986 0.490283
C: 0.011186 -2.202869 -0.817456
N: 0.180988 -0.743239 -0.682359
H: -0.984841 -2.688151 0.993205
H: -0.011617 -4.048824 0.333412
H: 0.793352 -2.674999 1.114117
H: 0.892951 -2.545254 -1.366453
H: -0.921566 -2.422773 -1.336228
H: 0.864161 -0.447907 0.007593
H: -0.680092 -0.492876 -0.180907
H: 1.020912 1.969648 0.215039
H: 2.519763 1.931415 0.383477
O: 1.724960 1.992363 0.928895
H: 0.025205 0.482965 3.327212
H: 0.821900 0.697029 2.028333
O: -0.047358 0.408921 2.372276
H: -1.252652 1.319461 1.342760
H: -2.626142 1.824620 1.370917
O: -2.047777 1.348229 0.757904
H: -0.777413 2.220079 -0.368200
H: 0.008226 2.300226 -1.658082
O: -0.103913 2.767963 -0.806913
H: 0.074126 0.233154 -2.179928
H: 0.635383 0.755587 -3.449632
O: -0.061266 0.988214 -2.819272

Atoms 1-2, force components in eV/Å:
0.28 0.68 0.28
1.22 -0.37 0.18



Summary of relative energy (zero: lowest compared OMol25 entry of this formula, charge and spin) in eV
3.115; 0.667
(order as listed above)